Version a
Molecular formula: C3H9O2
Method: DFT, wB97M-V/def2-TZVPD

Structure (ORCA input):
```
! RIJCOSX wB97M-V def2-TZVPD def2/J DEFGRID3
* xyz -1 1
C 1.142 2.313 0.904
O -0.205 2.036 0.643
H 1.263 2.682 1.931
H 1.784 1.456 0.707
H 1.484 3.161 0.308
C -0.373 -0.880 -0.573
O -0.025 -0.507 0.665
C -0.926 -2.301 -0.736
H -1.158 -0.220 -1.017
H 0.471 -0.755 -1.298
H -0.249 1.012 0.788
H -1.760 -2.419 -0.029
H -1.243 -2.466 -1.766
H -0.204 -3.111 -0.527
*
```

Values from the calculation:
HOMO level = -0.110 Ha
Frontier orbital gap = 7.50 eV

Results of the Mulliken charge analysis, in e, for atoms 1 through 4: atom 1 (C): -0.5932, atom 2 (O): -0.5980, atom 3 (H): 0.1903, atom 4 (H): 0.2569

=====

Version b
Molecular formula: C3H9O2
Method: DFT, wB97M-V/def2-TZVPD

Structure (ORCA input):
```
! RIJCOSX wB97M-V def2-TZVPD def2/J DEFGRID3
* xyz -1 1
C 0.235 0.705 -0.807
O -0.983 -0.147 -0.622
C 0.434 1.738 0.358
C 0.826 0.915 1.661
H -0.148 1.219 -1.755
H 0.953 -0.026 -1.103
H -0.504 2.303 0.325
H 1.175 2.536 0.107
H 1.457 1.607 2.385
H 1.162 -0.030 1.422
H -0.061 0.365 2.195
H -0.901 -3.092 -1.297
H -0.772 -1.302 -0.625
O -0.433 -2.819 -0.493
*
```

Values from the calculation:
HOMO level = -0.130 Ha
Frontier orbital gap = 7.64 eV

Results of the Mulliken charge analysis, in e, for atoms 1 through 4: atom 1 (C): -0.5725, atom 2 (O): -0.6307, atom 3 (C): -0.3267, atom 4 (C): -0.9434

=====

Version c
Molecular formula: C3H9O2
Method: DFT, wB97M-V/def2-TZVPD

Structure (ORCA input):
```
! RIJCOSX wB97M-V def2-TZVPD def2/J DEFGRID3
* xyz -1 1
C -0.332 -0.809 -0.323
O -0.078 -1.850 -1.156
C 0.499 0.503 -0.619
C 2.025 0.374 -0.487
H 0.079 -0.880 0.741
H -1.410 -0.458 -0.183
H 0.116 1.302 0.028
H 0.217 0.769 -1.715
H 2.615 1.049 -1.068
H 2.189 -0.737 -0.648
H 2.183 0.555 0.654
H -1.289 0.627 1.933
H -2.327 1.529 1.231
O -1.862 1.330 2.106
*
```

Values from the calculation:
HOMO level = -0.091 Ha
Frontier orbital gap = 6.68 eV

Results of the Mulliken charge analysis, in e, for atoms 1 through 4: atom 1 (C): -0.2656, atom 2 (O): -0.8224, atom 3 (C): -0.2048, atom 4 (C): -1.0144

=====

Most stable: version a. Least stable: version b.

=====

Version a
Molecular formula: C3H9O2
Method: DFT, wB97M-V/def2-TZVPD

Structure (ORCA input):
```
! RIJCOSX wB97M-V def2-TZVPD def2/J DEFGRID3
* xyz -1 1
C -0.206 -1.026 -0.470
O 0.769 -1.531 0.364
C -0.475 0.499 -0.404
C -1.218 0.874 0.907
H -1.161 -1.467 -0.125
H -0.071 -1.288 -1.537
H -1.124 0.693 -1.267
H 0.359 1.200 -0.408
H -1.901 1.720 0.760
H -0.490 1.172 1.663
H -1.819 0.062 1.320
H 1.877 -1.003 -0.048
H 2.680 0.509 -0.251
O 2.780 -0.414 -0.503
*
```

Values from the calculation:
HOMO level = -0.126 Ha
Frontier orbital gap = 7.72 eV

Results of the Mulliken charge analysis, in e, for atoms 1 through 4: atom 1 (C): -0.7196, atom 2 (O): -0.7766, atom 3 (C): -0.1629, atom 4 (C): -1.0970

=====

Version b
Molecular formula: C3H9O2
Method: DFT, wB97M-V/def2-TZVPD

Structure (ORCA input):
```
! RIJCOSX wB97M-V def2-TZVPD def2/J DEFGRID3
* xyz -1 1
C 0.195 -0.533 -0.993
O 1.256 -0.703 -1.755
C 0.263 0.629 0.024
C 1.619 0.670 0.724
H -0.064 -1.460 -0.351
H -0.792 -0.392 -1.529
H -0.522 0.492 0.778
H 0.069 1.567 -0.510
H 2.098 1.648 0.758
H 2.317 0.007 0.191
H 1.586 0.315 1.760
H -3.134 -0.196 -0.023
H -1.970 -1.088 0.401
O -2.921 -0.957 0.524
*
```

Values from the calculation:
HOMO level = -0.090 Ha
Frontier orbital gap = 6.69 eV

Results of the Mulliken charge analysis, in e, for atoms 1 through 4: atom 1 (C): -0.4698, atom 2 (O): -0.8216, atom 3 (C): -0.1091, atom 4 (C): -1.0113

=====

Most stable: version a. Least stable: version b.

=====

Version a
Molecular formula: H14O7
Method: DFT, wB97M-V/def2-TZVPD

Structure (ORCA input):
```
! RIJCOSX wB97M-V def2-TZVPD def2/J DEFGRID3
* xyz 0 1
O 21.989 5.988 20.571
H 22.073 6.890 20.882
H 22.363 6.003 19.690
O 22.359 6.026 17.837
H 22.575 5.205 17.395
H 23.064 6.624 17.591
O 20.279 6.160 13.156
H 20.243 5.704 13.997
H 19.577 5.765 12.639
O 19.889 7.156 17.298
H 19.734 6.704 16.468
H 20.685 6.753 17.645
O 19.253 5.033 15.622
H 18.323 4.833 15.514
H 19.558 4.407 16.279
O 18.524 7.544 19.687
H 19.020 7.539 18.868
H 18.536 6.633 19.980
O 19.377 9.538 15.822
H 19.616 8.883 16.478
H 19.337 10.361 16.308
*
```

Values from the calculation:
HOMO level = -0.390 Ha
Frontier orbital gap = 10.29 eV

Results of the Mulliken charge analysis, in e, for atoms 1 through 4: atom 1 (O): -0.6219, atom 2 (H): 0.3144, atom 3 (H): 0.3581, atom 4 (O): -0.7814

=====

Version b
Molecular formula: H14O7
Method: DFT, wB97M-V/def2-TZVPD

Structure (ORCA input):
```
! RIJCOSX wB97M-V def2-TZVPD def2/J DEFGRID3
* xyz 0 1
O -0.367 -2.509 -1.239
H -0.910 -1.698 -1.367
H -0.313 -2.952 -2.117
O -3.444 0.334 0.669
H -3.043 -0.292 1.338
H -2.759 1.036 0.563
O -1.749 -0.184 -1.486
H -1.158 0.471 -0.977
H -2.519 -0.257 -0.895
O 1.137 2.120 1.373
H 0.858 2.020 2.293
H 1.781 1.409 1.152
O 3.027 0.366 0.830
H 3.639 0.711 0.146
H 2.679 -0.503 0.475
O -1.150 1.882 0.199
H -0.239 1.860 0.586
H -1.326 2.800 -0.032
O 2.220 -1.865 -0.530
H 1.259 -1.959 -0.785
H 2.379 -2.789 -0.198
*
```

Values from the calculation:
HOMO level = -0.411 Ha
Frontier orbital gap = 11.73 eV

Results of the Mulliken charge analysis, in e, for atoms 1 through 4: atom 1 (O): -0.7606, atom 2 (H): 0.4420, atom 3 (H): 0.3322, atom 4 (O): -0.7534

=====

Version c
Molecular formula: H14O7
Method: DFT, wB97M-V/def2-TZVPD

Structure (ORCA input):
```
! RIJCOSX wB97M-V def2-TZVPD def2/J DEFGRID3
* xyz 0 1
O -2.683 0.458 2.026
H -2.197 -0.363 2.098
H -3.357 0.372 2.661
O -0.130 -0.598 -0.085
H 0.124 0.255 0.203
H -0.407 -1.071 0.720
O -1.568 -1.373 -2.308
H -1.294 -1.068 -1.458
H -0.798 -1.529 -2.842
O -1.652 -2.362 1.760
H -1.094 -3.029 1.403
H -2.480 -2.834 1.980
O 2.620 -0.722 -0.646
H 2.793 0.195 -0.451
H 1.692 -0.872 -0.445
O 0.371 2.607 -0.786
H 0.528 3.498 -0.507
H 0.692 2.441 -1.668
O 3.063 1.884 -0.194
H 2.199 2.150 -0.505
H 3.588 1.962 -0.957
*
```

Values from the calculation:
HOMO level = -0.381 Ha
Frontier orbital gap = 10.58 eV

Results of the Mulliken charge analysis, in e, for atoms 1 through 4: atom 1 (O): -0.6108, atom 2 (H): 0.3237, atom 3 (H): 0.2808, atom 4 (O): -0.7760

=====

Version d
Molecular formula: H14O7
Method: DFT, wB97M-V/def2-TZVPD

Structure (ORCA input):
```
! RIJCOSX wB97M-V def2-TZVPD def2/J DEFGRID3
* xyz 0 1
O -0.420 0.542 -0.086
H 0.262 -0.107 0.122
H 0.047 1.385 -0.072
O 2.830 -1.640 -2.438
H 3.549 -1.804 -1.818
H 2.765 -0.678 -2.473
O 0.040 1.806 3.384
H 0.331 1.522 2.510
H 0.401 2.696 3.473
O -1.547 -2.797 -0.368
H -1.930 -3.238 0.399
H -1.219 -1.961 -0.018
O -2.957 0.998 0.070
H -2.914 1.480 -0.764
H -2.358 0.254 -0.058
O -2.177 -0.879 -2.576
H -1.578 -0.758 -3.321
H -1.591 -1.043 -1.828
O 2.860 1.339 1.567
H 2.171 1.843 2.015
H 3.434 1.040 2.281
*
```

Values from the calculation:
HOMO level = -0.389 Ha
Frontier orbital gap = 10.39 eV

Results of the Mulliken charge analysis, in e, for atoms 1 through 4: atom 1 (O): -0.5521, atom 2 (H): 0.3038, atom 3 (H): 0.2513, atom 4 (O): -0.6330

=====

Most stable: version b. Least stable: version d.

=====

Version a
Molecular formula: H14O7
Method: DFT, wB97M-V/def2-TZVPD

Structure (ORCA input):
```
! RIJCOSX wB97M-V def2-TZVPD def2/J DEFGRID3
* xyz 0 1
O -0.053 0.264 -0.375
H -0.112 -0.685 -0.528
H 0.892 0.429 -0.284
O -3.225 2.263 1.400
H -2.862 1.725 2.112
H -2.456 2.704 1.023
O 3.406 0.589 1.548
H 3.917 1.360 1.820
H 2.861 0.386 2.317
O 3.079 3.008 0.598
H 2.896 2.605 1.454
H 2.303 3.553 0.424
O -0.028 -0.392 -2.614
H 0.603 0.305 -2.404
H 0.496 -1.050 -3.083
O 0.523 -4.353 -2.869
H 1.460 -4.136 -2.936
H 0.249 -3.957 -2.034
O -4.680 -1.245 1.738
H -3.955 -1.426 1.129
H -5.314 -1.950 1.563
*
```

Values from the calculation:
HOMO level = -0.393 Ha
Frontier orbital gap = 10.73 eV

Results of the Mulliken charge analysis, in e, for atoms 1 through 4: atom 1 (O): -0.7018, atom 2 (H): 0.3442, atom 3 (H): 0.3349, atom 4 (O): -0.6178

=====

Version b
Molecular formula: H14O7
Method: DFT, wB97M-V/def2-TZVPD

Structure (ORCA input):
```
! RIJCOSX wB97M-V def2-TZVPD def2/J DEFGRID3
* xyz 0 1
H 0.204 -0.787 -0.390
H 0.384 0.716 -0.253
H -1.502 -2.417 -1.413
H -2.944 -1.940 -1.364
H -1.237 2.293 1.993
H -0.439 3.280 1.158
H 1.222 -1.938 2.003
H 2.274 -1.985 0.907
H 2.965 -0.509 -1.068
H 3.909 0.674 -0.923
H 0.053 2.043 -1.796
H -0.642 2.329 -0.475
H -2.262 -0.852 1.173
H -3.394 -0.656 0.177
O 0.876 -0.113 -0.237
O -2.074 -1.771 -0.984
O -0.345 2.473 1.675
O 1.589 -2.518 1.326
O 3.793 -0.244 -0.652
O 0.008 2.693 -1.086
O -2.438 -0.771 0.228
*
```

Values from the calculation:
HOMO level = -0.300 Ha
Frontier orbital gap = 8.24 eV

Results of the Mulliken charge analysis, in e, for atoms 1 through 4: atom 1 (H): 0.3323, atom 2 (H): 0.2511, atom 3 (H): 0.1980, atom 4 (H): 0.2415

=====

Most stable: version a. Least stable: version b.